The following is a DFT calculation (wB97M-V/def2-TZVPD) of a molecular structure, C14H14N3O2Pd.

Structure (XYZ):
```
34
Properties=species:S:1:pos:R:3:forces:R:3
Pd -0.25623 0.35093 -0.08259 1.004 2.399 2.261
C 0.99878 3.70758 2.52482 0.015 0.006 -0.338
C 0.37320 2.52784 1.90795 0.126 0.553 0.351
N 0.84108 1.95223 0.74559 0.212 -1.602 -1.057
N 1.88732 2.37741 0.17350 -0.001 0.388 0.439
C 2.24710 1.54850 -0.91764 0.752 0.441 -0.404
O 1.60380 0.52382 -1.14873 -1.065 -0.978 -0.798
C 3.39637 1.95902 -1.66718 0.201 0.734 1.217
C 4.12161 3.16848 -1.31335 0.427 0.098 -0.307
C 5.18374 3.62247 -2.09805 -0.737 -0.023 0.989
C 5.61144 2.85029 -3.15344 -0.698 -0.702 -0.519
C 4.89185 1.65096 -3.50983 -0.610 -0.016 0.482
C 3.83495 1.18367 -2.73517 1.080 0.017 -1.355
C -0.72598 1.82865 2.44279 0.160 -0.091 -0.138
C -1.42389 2.25207 3.56702 -0.144 -0.060 0.287
C -2.42562 1.43421 4.09599 -0.065 0.084 0.081
C -2.67517 0.22122 3.49804 0.143 -0.023 0.039
C -1.94875 -0.14586 2.33606 0.094 0.032 0.168
N -1.02412 0.63369 1.82763 -1.093 -0.508 -1.141
H 1.85499 4.05351 1.95639 0.015 0.015 0.002
H 1.30541 3.47976 3.55031 -0.010 -0.063 0.030
H 0.26587 4.52080 2.59105 -0.032 0.012 0.007
H 3.87658 3.67747 -0.39308 -0.146 0.182 -0.120
H 5.68881 4.54661 -1.85565 0.041 -0.042 0.135
H 6.47208 3.15472 -3.73625 0.001 -0.064 -0.060
H 5.13765 1.14492 -4.43280 0.252 -0.183 0.117
H 3.34974 0.24536 -2.96498 -0.102 0.100 -0.157
H -1.19295 3.20406 4.03053 0.045 -0.060 0.010
H -2.98346 1.74777 4.96917 -0.008 0.012 -0.001
H -3.42588 -0.45537 3.88935 0.013 -0.009 -0.042
H -2.13523 -1.08964 1.84329 -0.113 -0.017 -0.103
O -2.20947 -0.03152 -1.04062 0.195 -0.828 0.081
H -2.42034 -0.87239 -1.47046 -0.072 0.027 -0.119
H -2.87638 0.60376 -1.33226 0.122 0.169 -0.037
```
Positions in Å, forces in eV/Å.

Properties
E_tot: -26757.18221 eV
Molecular weight: 362.7 Da
Total charge: +3